Record 1
Formula: C12H13NO
Source: OMol25
Level of theory: ωB97M-V with the def2-TZVPD basis set

```
! wB97M-V def2-TZVPD RIJCOSX def2/J DEFGRID3
* xyz 0 1
C 2.062 -0.045 -3.108
C 1.116 0.199 -2.248
C -0.202 0.579 -2.710
C -1.199 0.858 -1.830
C -0.975 0.552 -0.406
C -1.985 0.430 0.404
N -2.697 0.084 1.330
C -2.256 -1.014 2.015
O -2.588 -2.146 1.805
C -1.055 -0.566 2.870
C 0.112 -0.830 1.866
C 0.801 0.473 1.507
C 0.480 0.852 0.111
C 1.315 -0.072 -0.860
H 3.111 -0.276 -2.768
H 1.760 -0.033 -4.236
H -0.272 0.846 -3.862
H -2.156 1.187 -2.129
H -1.215 0.493 2.927
H -0.940 -1.236 3.729
H 0.837 -1.559 2.214
H -0.377 -1.270 0.864
H 0.428 1.334 2.196
H 1.906 0.468 1.686
H 0.606 1.865 -0.067
H 1.014 -1.120 -0.756
H 2.369 -0.050 -0.542
*
```

SMILES: C=C1C=CC2=C=NC(=O)CCC[C@H]2C1
energy above the lowest of the compared OMol25 structures with the same formula, charge and spin: 3.907 eV
orbital gap: 0.30424 hartree

Here are the Löwdin charges for atoms 1 to 2, given in e:
1 C 0.0416
2 C -0.4067


Record 2
Formula: C3H4N2O2S
Source: OMol25
Level of theory: ωB97M-V with the def2-TZVPD basis set

```
! wB97M-V def2-TZVPD RIJCOSX def2/J DEFGRID3
* xyz 0 1
C 0.618 -1.754 -0.578
C 1.215 0.588 0.099
C -0.242 1.036 0.351
N 1.151 -0.764 -0.177
N -0.981 0.600 -0.756
O 0.247 -2.805 -0.894
O -2.339 -1.132 0.594
S -2.063 -0.486 -0.715
H 1.634 1.248 -0.806
H 1.938 0.930 0.971
H -0.727 0.461 1.327
H -0.451 2.079 0.584
*
```

energy above the lowest of the compared OMol25 structures with the same formula, charge and spin: 2.538 eV
orbital gap: 0.35305 hartree

Here are the Löwdin charges for atoms 1 to 2, given in e:
1 C -0.3740
2 C -0.2319


Record 3
Formula: C4H5NO2
Source: OMol25
Level of theory: ωB97M-V with the def2-TZVPD basis set

```
! wB97M-V def2-TZVPD RIJCOSX def2/J DEFGRID3
* xyz 0 1
O 2.760 0.552 0.443
C 1.678 1.106 0.265
C 0.478 0.402 0.043
C 0.112 -1.029 0.221
N -1.215 -1.041 -0.446
C -1.681 0.239 -0.165
O -0.729 1.070 0.062
H 1.581 2.212 0.229
H -1.030 -1.055 -1.459
H 0.779 -1.762 -0.229
H -0.034 -1.287 1.285
H -2.699 0.593 -0.249
*
```

energy above the lowest of the compared OMol25 structures with the same formula, charge and spin: 3.554 eV
orbital gap (spin up / spin down): 0.25845 / 0.29408 hartree

Here are the Löwdin charges for atoms 1 to 2, given in e:
1 O -0.0066
2 C -0.2764


Record 4
Formula: C42H42ClO8P2S3W
Source: OMol25
Level of theory: ωB97M-V with the def2-TZVPD basis set

```
! wB97M-V def2-TZVPD RIJCOSX def2/J DEFGRID3
* xyz 2 2
W 0.466 -0.263 0.752
O 3.926 -2.531 0.720
C 2.984 -2.059 1.276
O 1.941 -1.534 0.595
C 2.780 -2.019 2.778
C 1.347 -2.434 3.133
C 1.204 -2.718 4.618
C 1.296 -1.299 5.227
C 1.439 -0.430 3.986
O 0.627 -1.149 2.990
C 2.831 -0.564 3.363
C 2.993 0.458 2.265
O 4.012 0.967 1.927
O 1.791 0.787 1.697
H 3.526 -2.663 3.236
H 0.903 -3.166 2.471
H 0.241 -3.183 4.825
H 1.984 -3.391 4.969
H 0.397 -1.037 5.781
H 2.145 -1.169 5.895
H 1.077 0.586 4.072
H 3.644 -0.442 4.075
C -5.977 -1.946 1.050
C -4.679 -2.442 0.472
O -3.697 -1.341 0.459
P -2.468 -1.316 1.424
S -1.731 0.579 1.343
S -0.929 -2.432 0.811
O -3.032 -1.734 2.819
C -2.686 -1.137 4.117
C -3.608 -1.728 5.148
H -6.720 -2.742 1.003
H -6.352 -1.094 0.485
H -5.853 -1.656 2.093
H -4.776 -2.740 -0.569
H -4.272 -3.279 1.040
H -2.805 -0.057 4.026
H -1.641 -1.371 4.308
H -4.647 -1.485 4.929
H -3.360 -1.315 6.126
H -3.497 -2.811 5.194
Cl 0.066 2.847 3.162
C -0.281 3.964 1.882
C -0.735 5.207 2.301
C -1.021 6.197 1.381
C -0.852 5.940 0.029
C -0.416 4.696 -0.381
C -0.114 3.666 0.527
P 0.545 2.151 -0.284
C -0.287 2.229 -1.900
C -1.673 2.085 -1.970
C -2.329 2.231 -3.183
C -1.608 2.524 -4.333
C -0.229 2.671 -4.270
C 0.433 2.527 -3.059
C 2.297 2.475 -0.595
C 3.130 1.431 -0.998
C 4.465 1.664 -1.275
C 4.987 2.944 -1.138
C 4.171 3.981 -0.716
C 2.829 3.751 -0.442
H -0.855 5.386 3.361
H -1.369 7.163 1.721
H -1.062 6.703 -0.708
H -0.296 4.524 -1.442
H -2.252 1.884 -1.078
H -3.405 2.127 -3.227
H -2.123 2.649 -5.276
H 0.333 2.915 -5.162
H 1.506 2.660 -3.012
H 2.768 0.411 -1.049
H 5.106 0.841 -1.562
H 6.033 3.126 -1.342
H 4.577 4.976 -0.589
H 2.212 4.572 -0.104
O 0.188 -0.681 -1.166
S 0.713 -0.680 -2.644
C 1.570 -2.210 -2.726
C 2.945 -2.126 -2.899
C 3.689 -3.297 -2.894
C 3.051 -4.513 -2.710
C 1.669 -4.580 -2.535
C 0.913 -3.425 -2.544
C -0.786 -0.979 -3.539
C -0.700 -0.866 -4.919
C -1.839 -1.093 -5.674
C -3.036 -1.410 -5.044
C -3.101 -1.507 -3.661
C -1.968 -1.294 -2.888
H 3.424 -1.163 -3.032
H 4.761 -3.258 -3.028
H 3.633 -5.425 -2.704
H 1.187 -5.539 -2.400
H -0.162 -3.458 -2.416
H 0.237 -0.606 -5.399
H -1.793 -1.018 -6.752
H -3.924 -1.582 -5.638
H -4.039 -1.748 -3.178
H -2.009 -1.363 -1.810
*
```

energy above the lowest of the compared OMol25 structures with the same formula, charge and spin: 0.349 eV
orbital gap (spin up / spin down): 0.25418 / 0.27635 hartree

Here are the Löwdin charges for atoms 1 to 2, given in e:
1 W 1.3748
2 O 0.1768


Record 5
Formula: C39H44N9OSeW
Source: OMol25
Level of theory: ωB97M-V with the def2-TZVPD basis set

```
! wB97M-V def2-TZVPD RIJCOSX def2/J DEFGRID3
* xyz 3 3
W -0.353 0.520 -0.193
C -3.447 0.078 1.666
C -3.241 -1.012 0.658
C -4.255 -1.951 0.490
C -4.134 -2.940 -0.457
C -2.973 -2.982 -1.212
C -1.987 -2.053 -0.975
N -2.110 -1.070 -0.063
C -0.673 -2.124 -1.646
C -0.327 -3.080 -2.579
C 0.977 -3.136 -3.032
C 1.910 -2.274 -2.489
C 1.501 -1.324 -1.574
N 0.213 -1.216 -1.211
C 2.434 -0.427 -0.864
C 3.758 -0.370 -1.229
C 4.637 0.384 -0.472
C 4.145 1.023 0.640
C 2.789 0.961 0.954
C 2.339 1.680 2.191
N 1.920 0.266 0.185
H -4.492 0.385 1.670
H -2.837 0.944 1.451
H -3.218 -0.286 2.671
H -5.140 -1.882 1.111
H -4.921 -3.669 -0.606
H -2.840 -3.747 -1.964
H -1.059 -3.788 -2.938
H 1.274 -3.873 -3.769
H 2.950 -2.363 -2.765
H 4.112 -0.906 -2.097
H 5.684 0.459 -0.742
H 4.805 1.582 1.290
H 3.209 1.987 2.766
H 1.738 1.034 2.825
H 1.781 2.584 1.946
Se -1.404 2.934 7.081
N -1.163 1.334 6.379
C -1.007 1.511 5.094
C -0.750 0.422 4.158
C -0.564 -0.906 4.545
C -0.282 -1.845 3.579
C -0.197 -1.446 2.255
N -0.385 -0.186 1.872
C -0.648 0.737 2.812
C -0.745 2.111 2.334
N -0.574 2.282 1.004
C -0.474 3.527 0.542
C -0.561 4.642 1.363
C -0.791 4.474 2.707
C -0.888 3.173 3.211
C -1.068 2.868 4.628
N -1.271 3.783 5.539
H -0.631 -1.174 5.594
H -0.120 -2.884 3.837
H 0.030 -2.157 1.473
H -0.338 3.622 -0.521
H -0.457 5.629 0.932
H -0.880 5.318 3.381
C 2.159 3.063 -2.104
C 0.933 2.330 -2.613
C 1.297 1.347 -3.711
C -0.137 3.322 -3.103
O 0.378 1.560 -1.508
H 2.588 3.658 -2.912
H 2.918 2.368 -1.749
H 1.894 3.743 -1.289
H 1.663 1.893 -4.581
H 0.424 0.766 -4.019
H 2.086 0.662 -3.388
H -0.138 3.381 -4.191
H 0.043 4.329 -2.720
H -1.129 2.997 -2.787
C -5.694 3.775 -2.650
C -5.509 2.605 -1.684
N -4.111 2.326 -1.271
C -3.608 3.072 -0.116
C -3.291 4.529 -0.432
C -3.350 1.458 -1.942
C -3.886 0.921 -3.249
N -2.163 1.043 -1.558
H -6.663 3.679 -3.143
H -4.923 3.790 -3.423
H -5.687 4.738 -2.145
H -5.922 1.703 -2.122
H -6.067 2.784 -0.766
H -2.716 2.572 0.233
H -4.359 3.016 0.674
H -2.560 4.605 -1.244
H -2.882 5.015 0.456
H -4.179 5.084 -0.724
H -4.682 0.196 -3.067
H -3.100 0.416 -3.807
H -4.296 1.712 -3.872
H -1.796 0.504 -2.330
*
```

orbital gap (spin up / spin down): 0.26384 / 0.25607 hartree

Here are the Löwdin charges for atoms 1 to 2, given in e:
1 W 1.7626
2 C 0.0019